# 1
C16H16N2 | ωB97M-V with the def2-TZVPD basis set

XYZ file:
```
34
Properties=species:S:1:pos:R:3:mulliken_charge:R:1
N 2.7009 0.6027 -2.1086 -0.612
C 1.3075 0.5713 -1.7180 -1.005
C 1.0583 0.8249 -0.2082 0.613
C 1.5566 -0.3599 0.5855 0.169
C 2.8390 -0.3461 1.1212 -0.403
C 3.3361 -1.4444 1.8011 -0.663
C 2.5530 -2.5741 1.9583 -0.406
C 1.2715 -2.5954 1.4338 -0.793
C 0.7780 -1.4992 0.7501 -0.014
C -0.3692 1.1622 0.1033 0.153
C -0.7336 2.1040 1.0225 -1.066
N -2.0949 2.1879 1.1111 0.015
C -2.6461 1.2941 0.2419 -0.727
C -3.9826 1.0201 -0.0196 -0.894
C -4.2660 0.0553 -0.9600 -0.479
C -3.2399 -0.6199 -1.6257 -1.019
C -1.9144 -0.3511 -1.3710 -0.108
C -1.5879 0.6204 -0.4208 1.442
H 3.2208 -0.1067 -1.6012 0.300
H 3.1114 1.5044 -1.8875 0.320
H 0.9211 -0.4111 -1.9935 0.275
H 0.7765 1.3302 -2.2989 0.375
H 1.6611 1.6991 0.0750 0.592
H 3.4567 0.5358 1.0122 0.377
H 4.3366 -1.4165 2.2087 0.379
H 2.9383 -3.4325 2.4888 0.380
H 0.6526 -3.4725 1.5566 0.402
H -0.2233 -1.5245 0.3488 0.278
H -0.1061 2.7294 1.6295 0.467
H -2.6060 2.8066 1.7166 0.178
H -4.7683 1.5491 0.5002 0.385
H -5.2935 -0.1847 -1.1897 0.383
H -3.4984 -1.3702 -2.3586 0.405
H -1.1461 -0.8888 -1.9041 0.299
```

The total charge is 0. Its HOMO energy is -7.9 eV. The LUMO energy is 0.0288 hartree. For the energy relative to the best compared isomer or geometry (same formula, charge and spin), the calculation gives 0.0 kcal/mol. For the HOMO-LUMO gap, the calculation gives 8.642 eV. The total energy is -728.8250 a.u.


# 2
C3H18NO4 | ωB97M-V with the def2-TZVPD basis set

XYZ file:
```
26
Properties=species:S:1:pos:R:3:mulliken_charge:R:1
C 0.2041 -1.3013 -0.6588 -0.535
C -0.8233 -2.2755 -0.1004 -0.503
C -2.1033 -2.2250 -0.9602 -1.029
N 0.0511 0.1020 0.0647 -0.270
H 1.2737 -1.4858 -0.4821 0.333
H 0.0102 -1.2938 -1.7249 0.414
H -0.9861 -2.0287 0.9443 0.420
H -0.4019 -3.2860 -0.2843 0.313
H -1.9768 -2.8515 -1.8533 0.348
H -2.9707 -2.5084 -0.3925 0.349
H -2.2770 -1.1595 -1.3476 0.216
H -0.8169 0.0948 0.5916 0.330
H 0.8508 0.1071 0.7045 0.345
H 0.1414 0.9730 -0.5083 0.346
H 3.0971 0.1986 2.0625 0.302
H 2.5838 1.4321 1.3536 0.303
O 2.3022 0.5315 1.6283 -0.704
H -0.1116 1.6923 3.3185 0.326
H -1.2047 2.2448 2.5434 0.327
O -0.7800 1.3811 2.6917 -0.638
H -2.8591 0.7208 -4.6517 0.319
H -4.1742 1.2002 -4.2956 0.324
O -3.3783 0.8755 -3.8498 -0.636
H 5.1151 2.5637 2.2896 0.315
H 4.7678 3.5926 1.3373 0.314
O 4.4666 2.7053 1.5796 -0.629
```

The total charge is +1. Its HOMO energy is -14.0 eV. The LUMO energy is -0.1017 hartree. For the energy relative to the best compared isomer or geometry (same formula, charge and spin), the calculation gives 31.7 kcal/mol. For the HOMO-LUMO gap, the calculation gives 11.232 eV. The total energy is -480.5733 a.u.


# 3
C2H4O2 | ωB97M-V with the def2-TZVPD basis set

XYZ file:
```
8
Properties=species:S:1:pos:R:3:mulliken_charge:R:1
O -1.2003 0.7307 -1.2302 -0.394
C -0.3413 -0.0320 -0.8769 -0.075
C 0.9561 0.4565 -0.2239 0.129
O 1.2202 1.6258 -0.1342 -0.394
H -0.4225 -1.1315 -1.0059 0.358
H 1.6312 -0.3449 0.1439 0.343
H -1.1808 -0.4096 1.5502 0.000
H -0.6626 -0.8950 1.7769 0.032
```

The total charge is 0. Its HOMO energy is -10.2 eV. The LUMO energy is -0.0329 hartree. For the energy relative to the best compared isomer or geometry (same formula, charge and spin), the calculation gives 65.2 kcal/mol. For the HOMO-LUMO gap, the calculation gives 9.266 eV. The total energy is -229.0027 a.u.